Model P:
Computed, not measured: a 2-piece molecular cluster, C5H11N3O overall, with ωB97M-V with the def2-TZVPD basis set.

Values from the calculation:
HOMO level in eV: -8.31
Molecular weight in g/mol: 129.2
LUMO energy in eV: -0.2
Kohn-Sham gap in eV: 8.1

The geometry in ORCA input format:
```
! RIJCOSX wB97M-V def2-TZVPD def2/J DEFGRID3
* xyz 0 1
C 0.71481 -2.06175 0.68792
C -0.00618 -0.14136 -1.15351
C 0.79359 -0.56378 0.70959
N 0.78676 0.84970 -1.63698
N -0.59148 -0.96636 -1.93460
N 1.78559 0.18631 0.93833
H 1.52310 1.16445 -1.01773
H 0.98276 0.82553 -2.62716
H -1.20820 -1.60341 -1.43764
H 1.73841 0.72541 1.79589
H 1.48756 -2.43222 0.01433
H 0.91437 -2.41553 1.70144
H -0.25804 -2.42413 0.37285
C -1.18821 1.89631 0.37601
C -1.21670 0.40760 0.46944
O -0.61593 -0.14020 1.50422
H -2.10166 -0.10606 0.08723
H -1.76461 2.29516 1.21898
H -1.61600 2.25419 -0.55907
H -0.15993 2.25014 0.49045
*
```

These are the natural (NBO) partial charges, in e, on atoms 1 to 2:
1. C -0.655
2. C 0.346

Model Q:
Computed, not measured: a 3-piece molecular cluster, C5H11N3O overall, with ωB97M-V with the def2-TZVPD basis set.

Values from the calculation:
HOMO level (alpha / beta) in eV: -8.54 / -7.89
Molecular weight in g/mol: 129.2
LUMO energy (alpha / beta) in eV: 0.3 / -0.5
Kohn-Sham gap (alpha / beta) in eV: 8.9 / 7.4

The geometry in ORCA input format:
```
! RIJCOSX wB97M-V def2-TZVPD def2/J DEFGRID3
* xyz 0 1
C 1.12855 -1.46619 0.08578
C -2.46543 2.21418 -1.46463
C 3.38339 -0.49947 0.12273
C 0.40879 -0.34653 -0.61274
C -2.21420 1.69129 -0.26608
N 2.37913 -1.51913 0.36565
N -0.57878 0.24282 -0.12047
N -2.46688 -1.34461 1.60431
O 2.90448 0.84803 0.03206
H 0.57176 -2.38815 0.12764
H -1.79957 2.13813 -2.29684
H -3.44646 2.40268 -1.68108
H 3.67126 -0.80847 -0.95323
H 4.02650 -0.54638 0.96447
H 0.99675 -0.14130 -1.54508
H -2.60766 1.53037 0.66895
H 2.64236 1.13800 0.90617
H -2.25545 -0.40227 2.04200
H -1.46504 -1.60195 1.41571
H -2.81349 -1.14104 0.60467
*
```

These are the natural (NBO) partial charges, in e, on atoms 1 to 2:
1. C 0.079
2. C -0.480

Model R:
Computed, not measured: one molecule with the formula C5H11N3O, with ωB97M-V with the def2-TZVPD basis set.

Values from the calculation:
HOMO level in eV: -8.63
Molecular weight in g/mol: 129.2
Structure (SMILES): [H]/N=C(/C)N(O)/C(C)=N/C
LUMO energy in eV: 0.7
Kohn-Sham gap in eV: 9.3

The geometry in ORCA input format:
```
! RIJCOSX wB97M-V def2-TZVPD def2/J DEFGRID3
* xyz 0 1
H 2.95244 0.10805 1.34886
N 2.68283 0.88505 0.75282
C 1.59233 0.76727 0.13282
C 1.23186 1.82799 -0.85224
N 0.96254 -0.62010 -0.02456
O 1.65214 -1.73296 0.49474
C -0.38808 -0.61502 0.17583
C -1.10187 -1.86045 0.61108
N -0.89656 0.54671 -0.01631
C -2.30606 0.70269 -0.27228
H 0.74172 1.42045 -1.73150
H 0.55429 2.53276 -0.37257
H 2.12581 2.38886 -1.11483
H 2.13076 -2.11922 -0.25452
H -1.49802 -2.38290 -0.26181
H -1.94550 -1.59914 1.24883
H -0.42518 -2.51660 1.15168
H -2.67576 0.06308 -1.08417
H -2.49040 1.74024 -0.55006
H -2.89929 0.46325 0.61818
*
```

These are the natural (NBO) partial charges, in e, on atoms 1 to 2:
1. H 0.353
2. N -0.652

Which of them is the least stable? Correct choice: model Q.

Model P:
Computed, not measured: one molecule with the formula C22H29N3O3, with ωB97M-V with the def2-TZVPD basis set.

Values from the calculation:
HOMO level in eV: -8.25
Molecular weight in g/mol: 383.5
Structure (SMILES): COC[C@@H](C)N1CCC(Oc2ccc(C(=O)NCc3ccccn3)cc2)CC1
LUMO energy in eV: 0.8
Kohn-Sham gap in eV: 9.1

The geometry in ORCA input format:
```
! RIJCOSX wB97M-V def2-TZVPD def2/J DEFGRID3
* xyz 0 1
C 7.23474 -2.00830 -2.55366
O 7.46099 -1.32452 -1.35046
C 6.32171 -0.63570 -0.88608
C 6.70316 0.08747 0.42126
C 7.74203 1.17054 0.12005
N 5.61255 0.64445 1.19376
C 4.96788 -0.19261 2.17669
C 3.75105 -0.96970 1.65430
C 2.74380 0.00728 1.05143
O 1.67724 -0.76692 0.52024
C 0.48314 -0.19187 0.23409
C 0.13077 1.13220 0.48270
C -1.13237 1.58065 0.14934
C -2.07669 0.73714 -0.42508
C -3.40660 1.31370 -0.76031
O -3.58325 2.51200 -0.90224
N -4.40784 0.41526 -0.92174
C -5.77045 0.83867 -1.11766
C -6.72451 -0.03223 -0.34802
C -8.06988 0.30681 -0.22731
C -8.90679 -0.53994 0.47638
C -8.37805 -1.69529 1.03478
C -7.02828 -1.94459 0.85663
N -6.22350 -1.13918 0.18416
C -1.71802 -0.58561 -0.68079
C -0.45928 -1.03959 -0.35727
C 3.43145 0.83954 -0.03322
C 4.67559 1.53212 0.54657
H 6.44293 -2.76086 -2.44321
H 6.94977 -1.31790 -3.35825
H 8.16893 -2.50176 -2.81391
H 5.50680 -1.35363 -0.70796
H 5.98617 0.08825 -1.64532
H 7.18666 -0.66258 1.05607
H 8.60862 0.71066 -0.34489
H 8.04178 1.65779 1.04312
H 7.34429 1.92184 -0.55718
H 5.70198 -0.88654 2.58873
H 4.63017 0.46366 2.98983
H 4.04901 -1.68668 0.88913
H 3.28366 -1.52278 2.46992
H 2.37054 0.66522 1.84988
H 0.82688 1.82248 0.93249
H -1.40941 2.60843 0.33032
H -4.31826 -0.53466 -0.59056
H -6.03098 0.79266 -2.18576
H -5.85454 1.88665 -0.80692
H -8.44148 1.21566 -0.67506
H -9.95492 -0.30429 0.59091
H -8.99682 -2.38069 1.59197
H -6.55948 -2.82935 1.26783
H -2.40994 -1.26258 -1.15935
H -0.16883 -2.05975 -0.55476
H 3.70575 0.17440 -0.85251
H 2.74706 1.59202 -0.42893
H 5.18867 2.08262 -0.24106
H 4.34211 2.25793 1.30011
*
```

These are the natural (NBO) partial charges, in e, on atoms 1 to 2:
1. C -0.243
2. O -0.544

Model Q:
Computed, not measured: one molecule with the formula C22H29N3O3, with ωB97M-V with the def2-TZVPD basis set.

Values from the calculation:
HOMO level in eV: -7.54
Molecular weight in g/mol: 383.5
Structure (SMILES): CCOCCCNC(=O)c1cn(CC(C)C)c(=O)c2c1c1ccccc1n2C
LUMO energy in eV: 0.6
Kohn-Sham gap in eV: 8.2

The geometry in ORCA input format:
```
! RIJCOSX wB97M-V def2-TZVPD def2/J DEFGRID3
* xyz 0 1
C 2.85217 -1.88625 -0.57472
C 2.43601 -2.20251 -2.00919
O 2.27062 -1.08018 -2.84956
C 3.44707 -0.39910 -3.24764
C 3.78237 0.83882 -2.40599
C 2.66563 1.88765 -2.44455
N 1.45291 1.38982 -1.83855
C 1.16228 1.63498 -0.53595
O 1.75912 2.45153 0.13747
C 0.00426 0.83424 -0.03951
C -1.13299 0.73725 -0.78132
N -2.22901 0.03518 -0.38665
C -3.42780 0.05620 -1.20149
C -4.44260 1.10017 -0.71125
C -5.73328 0.96407 -1.51376
C -3.88279 2.51504 -0.82573
C -2.29782 -0.68916 0.79852
O -3.31480 -1.31650 1.08291
C -1.09505 -0.61046 1.57852
C 0.02248 0.14543 1.20335
C 0.99819 -0.03395 2.23080
C 2.29064 0.44526 2.44392
C 2.96276 0.04122 3.57493
C 2.37431 -0.82442 4.50143
C 1.09528 -1.30337 4.32396
C 0.40697 -0.90399 3.18229
N -0.85373 -1.23532 2.77363
C -1.75524 -2.09397 3.49079
H 2.77080 -2.78736 0.02748
H 3.88166 -1.53986 -0.52948
H 2.20369 -1.12627 -0.14663
H 1.45203 -2.68036 -2.00760
H 3.16014 -2.89753 -2.46020
H 3.26363 -0.08191 -4.28128
H 4.29917 -1.09068 -3.24710
H 3.95676 0.55761 -1.36757
H 4.69985 1.27708 -2.80183
H 2.45183 2.17163 -3.47936
H 2.96714 2.77320 -1.88015
H 1.08766 0.54858 -2.26394
H -1.22277 1.24352 -1.73056
H -3.88337 -0.93544 -1.13107
H -3.14969 0.25611 -2.23842
H -4.65587 0.88362 0.33988
H -6.14956 -0.03408 -1.40352
H -6.47051 1.68329 -1.16632
H -5.54678 1.14739 -2.57034
H -4.61081 3.23549 -0.46079
H -3.65891 2.75422 -1.86417
H -2.97361 2.62723 -0.23902
H 2.73656 1.13548 1.74657
H 3.96369 0.40222 3.75915
H 2.93425 -1.11704 5.37771
H 0.64124 -1.96432 5.04655
H -1.96056 -1.68381 4.48227
H -1.32116 -3.09029 3.60416
H -2.68445 -2.16540 2.92894
*
```

These are the natural (NBO) partial charges, in e, on atoms 1 to 2:
1. C -0.643
2. C -0.054

Which of them is the least stable? Correct choice: model P.

Model P:
Computed, not measured: an isolated ion of composition C4H12IN2 and charge +1, with ωB97M-V with the def2-TZVPD basis set.

Values from the calculation:
HOMO level in eV: -13.30
Molecular weight in g/mol: 215.1
Structure (SMILES): C[C@@H](I)[C@@H]([NH3+])CN
LUMO energy in eV: -3.2
Kohn-Sham gap in eV: 10.1

The geometry in ORCA input format:
```
! RIJCOSX wB97M-V def2-TZVPD def2/J DEFGRID3
* xyz 1 1
C 0.96384 1.50892 -1.64377
C 1.45028 0.54340 -0.47499
I 2.49635 1.62839 1.06767
C 0.25492 -0.34037 0.36939
N -0.47453 0.45074 1.39575
C -0.74475 -1.25121 -0.45342
N -1.81557 -1.55308 0.53796
H 0.66073 0.91088 -2.50258
H 0.25130 2.14825 -1.18381
H 1.74455 2.22265 -1.81117
H 2.18507 -0.13770 -0.82027
H 0.68838 -1.09214 1.05468
H -0.13548 0.22632 2.35512
H -1.45710 -0.09029 1.32932
H -0.34081 1.48098 1.30537
H -0.16275 -2.18869 -0.72657
H -1.20845 -0.58021 -1.17387
H -1.55163 -2.16828 1.30329
H -2.80436 -1.71856 0.07190
*
```

These are the natural (NBO) partial charges, in e, on atoms 1 to 2:
1. C -0.640
2. C -0.291

Model Q:
Computed, not measured: C4H12IN2 as an isolated structure, with ωB97M-V with the def2-TZVPD basis set.

Values from the calculation:
HOMO level in eV: -14.15
Molecular weight in g/mol: 215.1
LUMO energy in eV: -5.0
Kohn-Sham gap in eV: 9.2

The geometry in ORCA input format:
```
! RIJCOSX wB97M-V def2-TZVPD def2/J DEFGRID3
* xyz 1 1
C 1.62768 2.29616 -0.81740
C 1.82062 0.79436 -0.99265
C 0.87531 -0.27975 -0.41626
C -0.34939 -0.40798 -1.25413
N -2.11339 -1.86426 1.71876
N -1.45681 -0.78564 -0.70309
I -1.42071 -1.03838 3.32689
H 0.60187 2.56606 -1.19159
H 1.89511 2.56665 0.15514
H 2.15357 2.79194 -1.59475
H 1.63587 0.75158 -2.12479
H 2.85468 0.62963 -0.73567
H 0.54737 -0.13178 0.56120
H 1.44945 -1.14720 -0.31147
H -0.31371 -0.19032 -2.33885
H -1.65938 -2.73031 1.83096
H -1.86229 -1.34178 0.75888
H -2.13944 -0.96319 -1.45600
H -2.88784 -1.05476 4.03600
*
```

These are the natural (NBO) partial charges, in e, on atoms 1 to 2:
1. C -0.604
2. C -0.383

Model R:
Computed, not measured: C4H12IN2 as an isolated structure, with ωB97M-V with the def2-TZVPD basis set.

Values from the calculation:
HOMO level (alpha / beta) in eV: -12.56 / -12.56
Molecular weight in g/mol: 215.1
LUMO energy (alpha / beta) in eV: -4.3 / -4.3
Kohn-Sham gap (alpha / beta) in eV: 8.2 / 8.2

The geometry in ORCA input format:
```
! RIJCOSX wB97M-V def2-TZVPD def2/J DEFGRID3
* xyz 1 1
C 0.88730 -0.78882 2.69226
C -0.07704 0.00293 -2.49365
C -1.52639 0.83091 -0.52460
C 0.27697 -0.79466 -0.12386
N 0.45734 0.18600 1.76874
N -0.17403 0.33792 -1.01095
I 1.70650 1.74676 1.57463
H 0.09867 -1.42028 2.96509
H 1.85251 -1.20617 2.43673
H 1.00061 -0.14148 3.60641
H 0.79818 0.53779 -2.93564
H 0.04232 -1.01186 -2.59202
H -0.97210 0.42603 -2.99133
H -2.39288 0.55171 -1.17058
H -1.72364 0.37636 0.44636
H -1.60186 1.92555 -0.43804
H 1.35675 -1.13312 -0.34932
H -0.51583 -1.48788 -0.02992
H 0.50663 1.06231 -0.83031
*
```

These are the natural (NBO) partial charges, in e, on atoms 1 to 2:
1. C -0.468
2. C -0.402

Which of them is the least stable? Correct choice: model R.

Model P:
Computed, not measured: a 3-piece molecular cluster, C3H13NO3S overall, with ωB97M-V with the def2-TZVPD basis set.

Values from the calculation:
HOMO level (alpha / beta) in eV: -13.12 / -13.04
Molecular weight in g/mol: 143.2
LUMO energy (alpha / beta) in eV: -3.1 / -8.1
Kohn-Sham gap (alpha / beta) in eV: 10.0 / 5.0

The geometry in ORCA input format:
```
! RIJCOSX wB97M-V def2-TZVPD def2/J DEFGRID3
* xyz 1 2
C -0.38179 -1.41125 0.34534
C -0.98042 -0.02531 0.25388
S -1.75075 0.02304 -1.40087
N 0.18212 -1.65613 1.66641
C 1.45280 -2.38184 1.90124
O 2.43067 -1.52539 1.41464
H 0.47936 -1.48487 -0.32805
H -1.09569 -2.20857 0.09947
H -1.64815 0.26575 1.05790
H -0.21278 0.72913 0.22264
H -1.15020 1.13646 -1.86242
H 0.13423 -0.81926 2.27526
H 1.46182 -3.33975 1.40711
H 1.57662 -2.49233 2.97677
H 2.79031 -1.84041 0.56659
H 1.17648 2.02955 0.56543
H 0.75984 3.30327 1.23767
O 1.54934 2.78365 1.03512
H -1.90097 2.96633 -3.16549
H -0.58261 3.58186 -3.68562
O -0.95695 2.80737 -3.25716
*
```

These are the natural (NBO) partial charges, in e, on atoms 1 to 2:
1. C -0.300
2. C -0.546

Model Q:
Computed, not measured: a 3-piece molecular cluster, C3H13NO3S overall, with ωB97M-V with the def2-TZVPD basis set.

Values from the calculation:
HOMO level (alpha / beta) in eV: -13.43 / -13.25
Molecular weight in g/mol: 143.2
LUMO energy (alpha / beta) in eV: -3.9 / -8.7
Kohn-Sham gap (alpha / beta) in eV: 9.5 / 4.6

The geometry in ORCA input format:
```
! RIJCOSX wB97M-V def2-TZVPD def2/J DEFGRID3
* xyz 1 2
C 1.34450 -1.40042 0.19855
C 0.32818 -1.36825 -0.95362
S 0.07009 -2.90570 -1.86716
N 0.86119 -0.59286 1.32317
C -0.38531 -0.98793 2.01947
O -1.57245 -0.82737 1.29401
H 2.25536 -1.00185 -0.24551
H 1.57526 -2.36925 0.66205
H -0.66130 -0.93799 -0.68222
H 0.54463 -0.58537 -1.71380
H -0.69962 -2.31520 -2.82373
H 0.66122 0.35025 0.96726
H -0.44251 -0.23007 2.81323
H -0.05326 -1.97840 2.29146
H -2.32372 -0.53640 1.80127
H -2.05576 2.48055 -0.44033
H -1.62429 3.09703 -1.93527
O -1.65825 3.15346 -0.98680
H 2.04988 3.14295 -0.61625
H 0.51977 3.18979 -0.67741
O 1.26641 2.62302 -0.42837
*
```

These are the natural (NBO) partial charges, in e, on atoms 1 to 2:
1. C -0.260
2. C -0.638

Which of them is the least stable? Correct choice: model Q.